# 1
One molecule with the formula C6H9NO in a non-equilibrium geometry, computed with the ωB97M-V functional and the def2-TZVPD basis.

Frontier orbital gap (Eh): 0.35019
SMILES string: N[C@@H]1[C@@H]2C[C@@H]3O[C@@H]3[C@@H]12
Energy relative to the best compared isomer or geometry (same formula, charge and spin) (kJ/mol): 471.9
Lowest unoccupied orbital energy (eV): 1.05
2S+1: 1

Atoms and positions in Å:
N -2.797 -0.119 -0.421
C -1.665 -0.130 0.450
C -0.468 0.822 0.522
C 0.686 1.384 -0.316
C 1.784 0.364 0.125
O 1.966 -0.807 -0.646
C 1.066 -0.913 0.460
C -0.358 -0.636 0.036
H -2.651 0.411 -1.229
H -3.000 -1.079 -0.714
H -1.950 -0.434 1.461
H -0.207 0.820 1.589
H 1.032 2.373 -0.012
H 0.588 1.338 -1.415
H 2.739 0.734 0.552
H 1.361 -1.501 1.279
H -0.334 -0.718 -1.058

# 2
C6H9NO as an isolated structure in a non-equilibrium geometry, computed with the ωB97M-V functional and the def2-TZVPD basis.

Frontier orbital gap (Eh): 0.30204
Energy relative to the best compared isomer or geometry (same formula, charge and spin) (kJ/mol): 534.9
Lowest unoccupied orbital energy (eV): 0.81
2S+1: 1

Atoms and positions in Å:
C -0.763 1.830 0.356
C 0.542 -2.013 -0.107
C -0.485 0.408 0.152
C 0.278 -0.590 0.127
C -2.264 -0.586 -0.029
C 2.003 0.443 0.162
N 2.505 1.152 -0.733
O -3.248 0.080 0.112
H 1.900 1.329 -1.538
H -2.356 -1.680 -0.282
H 2.589 0.218 1.061
H -0.527 2.407 -0.540
H -0.191 2.229 1.194
H -1.831 1.947 0.554
H 1.410 -2.342 0.466
H -0.298 -2.632 0.211
H 0.736 -2.200 -1.164

# 3
C6H9NO as an isolated structure, computed with the ωB97M-V functional and the def2-TZVPD basis.

Frontier orbital gap (alpha / beta) (Eh): 0.21965 / 0.27706
Energy relative to the best compared isomer or geometry (same formula, charge and spin) (kJ/mol): 582.2
Lowest unoccupied orbital energy (alpha / beta) (eV): 0.17 / 0.51
2S+1: 1

Atoms and positions in Å:
C 1.102 -1.754 -0.494
C -1.030 0.531 0.262
C 0.843 1.337 0.247
C 0.402 0.182 0.970
C 0.811 -1.190 0.845
C -1.382 0.310 -1.016
O -1.901 0.856 1.270
N 0.972 2.365 -0.377
H -2.720 1.182 0.876
H 1.907 2.777 -0.447
H 0.240 0.494 2.005
H 0.304 -1.831 1.558
H -0.646 0.210 -1.797
H -2.426 0.252 -1.296
H 1.838 -1.151 -1.044
H 1.487 -2.773 -0.423
H 0.198 -1.798 -1.141

# 4
A 2-piece molecular cluster, C6H9NO overall in a non-equilibrium geometry, computed with the ωB97M-V functional and the def2-TZVPD basis.

Frontier orbital gap (Eh): 0.33000
SMILES string: C=Cc1cc[nH]c1.O
Energy relative to the best compared isomer or geometry (same formula, charge and spin) (kJ/mol): 101.4
Lowest unoccupied orbital energy (eV): 0.78
2S+1: 1

Atoms and positions in Å:
C -2.275 -0.605 0.250
C -1.325 -0.546 -0.685
C -0.133 0.304 -0.623
C 1.008 0.135 -1.464
C 2.010 0.964 -1.006
N 1.480 1.684 0.032
C 0.214 1.250 0.321
H -3.071 -1.331 0.163
H -2.256 0.046 1.115
H -1.366 -1.271 -1.490
H 1.053 -0.437 -2.376
H 2.998 1.061 -1.419
H 1.902 2.493 0.461
H -0.208 1.645 1.229
O -0.032 -2.192 1.917
H 0.416 -1.756 1.166
H -0.415 -1.443 2.409

# 5
C6H9NO as an isolated structure in a non-equilibrium geometry, computed with the ωB97M-V functional and the def2-TZVPD basis.

Frontier orbital gap (Eh): 0.36780
Energy relative to the best compared isomer or geometry (same formula, charge and spin) (kJ/mol): 509.1
Lowest unoccupied orbital energy (eV): 0.89
2S+1: 1

Atoms and positions in Å:
C -0.372 1.905 0.704
C -0.249 0.390 0.521
C -0.869 -0.550 -0.682
C 0.972 -0.066 -0.392
C 1.065 -1.661 -0.294
C -0.274 -1.862 -0.447
H 0.729 2.389 0.869
H -1.051 2.206 1.531
H -0.985 2.538 -0.189
H 0.204 -0.983 1.796
H -2.008 -0.550 -0.877
H -0.136 0.969 -1.762
H 1.870 0.530 -0.371
H 1.845 -2.292 -0.258
H -0.635 -2.875 -0.511
N 0.003 -0.100 -1.525
O -0.110 0.013 1.887

# 6
A 2-piece molecular cluster, C6H9NO overall in a non-equilibrium geometry, computed with the ωB97M-V functional and the def2-TZVPD basis.

Frontier orbital gap (Eh): 0.32985
SMILES string: C=Cc1cc[nH]c1.O
Energy relative to the best compared isomer or geometry (same formula, charge and spin) (kJ/mol): 99.1
Lowest unoccupied orbital energy (eV): 0.89
2S+1: 1

Atoms and positions in Å:
C 1.965 0.073 -1.015
C 1.079 1.052 -0.885
C -0.284 0.881 -0.359
C -1.144 1.888 0.173
C -2.356 1.317 0.421
N -2.307 0.025 -0.011
C -1.048 -0.256 -0.463
H 2.938 0.215 -1.466
H 1.728 -0.953 -0.767
H 1.323 2.052 -1.234
H -0.788 2.893 0.380
H -3.259 1.820 0.726
H -2.941 -0.716 0.234
H -0.766 -1.251 -0.780
O 2.753 -3.553 1.436
H 3.561 -3.921 1.814
H 2.985 -2.629 1.288

# 7
One molecule with the formula C6H9NO in a non-equilibrium geometry, computed with the ωB97M-V functional and the def2-TZVPD basis.

Frontier orbital gap (Eh): 0.37805
SMILES string: O=C1N[C@H]2CCC[C@H]12
Energy relative to the best compared isomer or geometry (same formula, charge and spin) (kJ/mol): 208.8
Lowest unoccupied orbital energy (eV): 0.90
2S+1: 1

Atoms and positions in Å:
O 2.730 -0.631 0.047
C 1.659 -0.173 -0.052
N 1.191 1.164 -0.073
C -0.177 0.719 0.318
C -1.492 1.140 -0.221
C -2.245 -0.253 0.087
C -1.163 -1.393 0.120
C 0.038 -0.633 -0.340
H 1.746 1.665 0.600
H -0.260 0.558 1.452
H -1.871 1.865 0.481
H -1.442 1.466 -1.312
H -2.971 -0.426 -0.696
H -2.805 -0.254 1.025
H -0.932 -1.774 1.124
H -1.411 -2.130 -0.567
H 0.038 -0.510 -1.442

# 8
A 2-piece molecular cluster, C6H9NO overall in a non-equilibrium geometry, computed with the ωB97M-V functional and the def2-TZVPD basis.

Frontier orbital gap (Eh): 0.36764
SMILES string: CC#[N+][O-].CC#CC
Energy relative to the best compared isomer or geometry (same formula, charge and spin) (kJ/mol): 537.9
Lowest unoccupied orbital energy (eV): 0.68
2S+1: 1

Atoms and positions in Å:
C 0.748 -2.686 -1.408
C -0.106 -1.817 -2.159
N -0.882 -1.136 -2.699
O -1.611 -0.406 -3.288
H 1.710 -2.556 -1.698
H 0.767 -2.636 -0.384
H 0.401 -3.609 -1.535
C 1.219 1.292 0.985
C -0.265 1.053 0.796
C -1.420 0.830 0.624
C -2.844 0.418 0.621
H 1.346 0.648 1.923
H 1.836 0.937 0.080
H 1.553 2.338 1.214
H -2.924 -0.342 -0.189
H -3.021 0.116 1.612
H -3.508 1.297 0.459

# 9
C6H9NO as an isolated structure in a non-equilibrium geometry, computed with the ωB97M-V functional and the def2-TZVPD basis.

Frontier orbital gap (alpha / beta) (Eh): 0.26432 / 0.26445
Energy relative to the best compared isomer or geometry (same formula, charge and spin) (kJ/mol): 444.1
Lowest unoccupied orbital energy (alpha / beta) (eV): -0.60 / -0.61
2S+1: 1

Atoms and positions in Å:
C -0.312 -1.118 -0.778
C 1.661 0.974 -0.760
C 1.235 -0.226 0.047
C -0.635 -0.389 0.476
C -1.355 0.924 0.422
C -0.751 -1.131 1.642
N -1.898 1.460 -0.584
O 1.971 -0.816 0.775
H -1.638 0.969 -1.444
H -0.036 -0.705 -1.743
H -0.352 -2.202 -0.714
H -1.553 1.373 1.398
H 1.951 1.782 -0.087
H 0.883 1.356 -1.417
H 2.494 0.685 -1.399
H -1.532 -0.934 2.362
H -0.135 -2.002 1.804

# 10
One molecule with the formula C6H9NO in a non-equilibrium geometry, computed with the ωB97M-V functional and the def2-TZVPD basis.

Frontier orbital gap (Eh): 0.28954
SMILES string: C=C1C[C@@H]1NC(C)=O
Energy relative to the best compared isomer or geometry (same formula, charge and spin) (kJ/mol): 413.5
Lowest unoccupied orbital energy (eV): -0.32
2S+1: 1

Atoms and positions in Å:
C 1.177 1.755 -0.209
C 0.799 0.521 0.099
C 1.407 -0.738 0.585
C 0.222 -0.327 1.407
N -1.078 -0.690 1.073
C -1.193 0.102 -0.253
C -1.085 -0.789 -1.477
O -1.912 1.096 -0.238
H 0.416 2.524 -0.299
H 2.198 2.013 -0.470
H 2.377 -0.698 1.076
H 1.272 -1.618 -0.035
H 0.403 0.140 2.370
H -1.755 -0.298 1.719
H -0.673 -0.206 -2.300
H -2.098 -1.112 -1.725
H -0.474 -1.675 -1.323

# 11
C6H9NO as an isolated structure in a non-equilibrium geometry, computed with the ωB97M-V functional and the def2-TZVPD basis.

Frontier orbital gap (Eh): 0.35272
Energy relative to the best compared isomer or geometry (same formula, charge and spin) (kJ/mol): 557.7
Lowest unoccupied orbital energy (eV): 0.81
2S+1: 1

Atoms and positions in Å:
C -0.027 -0.608 -0.905
C -0.711 -0.781 0.361
C 0.674 -0.931 0.984
C 1.163 0.145 -0.136
C -0.613 1.904 -0.078
C -0.864 0.671 0.713
H -0.107 -2.001 -2.067
H -0.555 -0.184 -1.757
H -1.450 -1.483 0.791
H 0.773 -0.319 1.944
H 1.007 -2.022 0.929
H 2.227 0.337 -0.518
H -0.257 1.858 -1.311
H -0.717 2.824 0.301
H -1.640 1.043 1.560
N 0.467 1.302 0.614
O 0.628 -1.757 -1.425

# 12
C6H9NO2 as an isolated structure in a non-equilibrium geometry, computed with the ωB97M-V functional and the def2-TZVPD basis.

Frontier orbital gap (Eh): 0.32394
Energy relative to the best compared isomer or geometry (same formula, charge and spin) (kJ/mol): 867.0
Lowest unoccupied orbital energy (eV): 0.15
2S+1: 1

Atoms and positions in Å:
C -1.827 0.195 0.340
C -0.593 0.906 -0.166
C 1.801 1.049 0.001
C 1.514 -0.379 -0.580
C 1.539 -1.664 0.357
C -0.522 -0.368 0.640
H -2.561 -1.565 -0.558
H -2.175 0.556 1.333
H -0.763 0.839 -1.340
H 2.529 1.349 -0.671
H 2.367 1.197 1.027
H 1.586 -0.640 -1.751
H 1.829 -1.364 1.321
H 1.897 -2.572 -0.232
H 0.008 -0.260 1.540
N 0.334 -1.253 -0.254
O -2.824 -0.304 -0.354
O 0.508 1.904 0.049

Number 1: energy -9900.713 eV. Number 2: energy -9900.060 eV. Number 3: energy -9899.570 eV. Number 4: energy -9904.554 eV. Number 5: energy -9900.327 eV. Number 6: energy -9904.577 eV. Number 7: energy -9903.440 eV. Number 8: energy -9900.030 eV. Number 9: energy -9901.001 eV. Number 10: energy -9901.319 eV. Number 11: energy -9899.824 eV. Number 12: energy -11944.333 eV.